No. 1
C3H3Br2ClO as an isolated structure at a distorted geometry, computed with wB97M-V/def2-TZVPD.

Cartesian coordinates (Å):
Br: -4.7079 -0.9248 0.1786
Br: -3.3686 1.7551 -0.3554
Cl: -0.9784 -2.8335 -0.3036
O: -0.8682 -0.3996 -0.8126
C: 0.2542 -0.1802 0.1265
C: -1.4761 -1.3759 -1.1177
C: -3.3957 0.3244 0.7075
H: -0.0836 -0.2244 1.2187
H: 0.6612 0.9035 0.0395
H: 0.9132 -0.9967 -0.2452

HOMO energy	-8.6	eV
orbital gap	7.50	eV
E	-157808.0621	eV
total charge	0

Computed natural (NBO) charges, given in elementary charges: 0.12 0.19 -0.12 -0.47 -0.32 0.24 -0.32 0.23 0.22 0.22


No. 2
A 2-piece molecular cluster, C3H3Br2F overall at a distorted geometry, computed with wB97M-V/def2-TZVPD.

Cartesian coordinates (Å):
Br: 1.6622 -0.7564 -2.3003
Br: 0.6401 -2.1540 0.5079
F: 0.2440 1.3495 -1.4579
C: 0.0463 -0.5091 0.0890
C: 0.4382 0.1464 -0.9571
C: -0.7657 0.3028 0.9491
H: -1.6230 -0.0280 0.6714
H: 0.2515 0.3752 2.0659
H: -0.8936 1.2737 0.4319

HOMO energy	-9.4	eV
orbital gap	9.71	eV
E	-145957.4877	eV
total charge	0

Computed natural (NBO) charges, given in elementary charges: -0.07 0.17 -0.30 -0.29 0.40 -0.58 0.22 0.22 0.23


No. 3
C3H3Br2N as an isolated structure at a distorted geometry, computed with wB97M-V/def2-TZVPD.

Cartesian coordinates (Å):
Br: -1.8337 -0.9418 0.4074
Br: -1.5106 1.5105 2.3709
N: -0.4579 -0.1874 -2.9936
C: -0.3879 -0.1938 -1.8313
C: -0.2818 -0.3531 -0.4158
C: 0.8412 -0.0616 0.4189
H: 1.6243 0.6617 0.0584
H: 1.4991 -0.8211 0.6512
H: 0.5073 0.3868 1.3339

HOMO energy (alpha / beta)	-11.0 / -9.1	eV
orbital gap (alpha / beta)	9.30 / 5.61	eV
E	-144731.5031	eV
total charge	0

Computed natural (NBO) charges, given in elementary charges: 0.25 -0.14 -0.25 0.18 -0.09 -0.72 0.25 0.25 0.26